C6H8NO2 | ωB97M-V with the def2-TZVPD basis set

ORCA input file:
```
! RIJCOSX wB97M-V def2-TZVPD def2/J DEFGRID3
* xyz 1 1
C 2.729 -2.718 2.354
C 2.047 -2.516 1.278
C -0.505 -0.399 -0.010
C -0.591 -0.850 -1.211
C -0.776 1.222 0.057
C 0.053 1.919 1.080
N -1.185 -1.319 -2.255
O -1.615 1.697 -0.582
O 1.535 -2.198 0.256
H 3.774 -2.481 2.227
H 0.270 -0.810 0.597
H 0.559 1.143 1.685
H -0.655 2.440 1.665
H 0.740 2.627 0.676
H -1.995 -1.901 -2.299
H 2.199 -2.729 3.316
H -0.744 -1.228 -3.163
*
```

Summary:
Maximum force, eV/Å: 3.0
Lowest unoccupied orbital energy, eV: -4.74
ΔE to the lowest compared entry with this formula, charge and spin, kcal per mole: 39.36
Highest occupied orbital energy, eV: -12.922
Frontier orbital gap, eV: 8.184